Record 1
Density functional theory data (ωB97M-V/def2-TZVPD) for a cluster of 9 separate species, C43H93Cl6F3N5O5S in total at a distorted geometry.

```
156
Properties=species:S:1:pos:R:3:forces:R:3:mulliken_charge:R:1
C 2.03735 0.28275 -4.68773 0.400 -0.960 1.975 -1.68
C 0.98452 0.71803 -3.60490 0.124 0.362 -1.624 1.21
C 0.63849 2.28686 -3.78793 0.772 -1.473 0.274 0.15
C -0.28308 2.58877 -4.95614 0.629 -0.079 -0.031 -1.04
C -1.56829 1.82430 -4.90749 -1.421 -0.154 -0.620 -0.16
C -1.40109 0.30082 -4.95894 0.160 -0.910 -0.555 1.02
N -0.28966 -0.16900 -3.98198 0.315 8.283 -2.875 0.94
O -0.39923 -1.13570 -3.46960 -0.550 -7.502 3.490 -0.18
C -0.89558 -0.11934 -6.36800 1.269 1.262 -0.001 -1.56
C -2.74681 -0.46461 -4.64043 1.406 1.926 0.875 -1.60
C 1.36335 0.33674 -2.16890 -0.529 1.601 -0.669 -0.31
H 3.01064 0.58872 -4.27489 -0.157 -0.453 0.051 0.43
H 1.96573 0.84714 -5.56322 -0.503 0.776 -1.517 0.54
H 2.04890 -0.81380 -4.93378 0.002 1.011 0.451 0.25
H 1.57821 2.89688 -3.91886 -0.693 -0.963 0.361 0.30
H 0.18470 2.53934 -2.84147 -0.241 0.517 0.305 -0.56
H 0.21637 2.27850 -5.87217 0.225 0.406 -0.251 0.56
H -0.43347 3.67385 -4.97827 -0.163 -0.239 -0.185 0.45
H -2.24296 2.12145 -5.79249 0.909 -0.541 1.305 0.40
H -2.13141 2.02618 -4.00622 -0.141 0.303 0.259 -0.65
H -1.57741 0.44279 -6.99628 0.164 -0.136 -0.588 0.46
H -0.98760 -1.15098 -6.57061 -0.433 -1.285 0.023 0.47
H 0.18398 0.11079 -6.65901 -1.508 0.170 0.664 0.31
H -2.59900 -1.44562 -4.23528 0.139 -0.662 -0.305 0.41
H -3.27065 -0.42522 -5.57234 -0.662 -0.329 -0.333 0.52
H -3.27873 0.08604 -3.84554 0.075 -0.120 -0.488 0.05
H 0.50908 0.57280 -1.51353 0.417 -0.347 -0.103 -0.40
H 2.16727 1.04626 -1.95784 0.082 -0.059 0.266 0.14
H 1.75945 -0.65080 -2.03431 -0.185 -0.439 -0.060 0.18
C -0.14123 -4.69980 -2.09309 -3.108 -1.068 0.040 -1.63
C -1.00249 -5.42164 -0.98606 0.263 -0.970 -2.092 1.54
C -0.69733 -4.92865 0.39930 0.579 1.032 -0.650 0.03
C -1.82407 -5.13481 1.38780 0.386 -1.741 0.528 -1.14
C -3.22169 -4.63687 0.99780 2.167 -0.146 -1.438 -0.39
C -3.59791 -5.26813 -0.37877 -0.344 -0.288 0.691 0.73
N -2.49278 -5.20054 -1.33092 0.252 3.472 -4.059 1.17
O -2.75143 -4.74152 -2.47205 1.110 -2.312 4.309 -0.42
C -4.84892 -4.71347 -1.02729 0.911 -0.940 1.048 -1.58
C -3.87737 -6.78681 -0.16901 -0.560 0.540 -3.064 -1.53
C -0.77497 -6.95673 -1.15995 1.016 -0.179 -1.742 -1.43
H -0.50362 -3.68213 -2.15517 0.401 0.378 0.047 0.20
H -0.35400 -5.19854 -3.07184 0.700 0.356 0.790 0.42
H 0.83231 -4.80200 -1.70702 1.431 0.123 -0.069 0.33
H -0.35619 -3.87805 0.29524 -0.679 -0.268 0.245 -0.73
H 0.24382 -5.42535 0.69195 -0.531 -0.159 0.163 0.62
H -1.47059 -4.58354 2.21308 0.037 0.578 1.479 0.54
H -1.77726 -6.21080 1.70775 -0.445 0.809 -0.225 0.41
H -3.05463 -3.55181 0.92106 -1.068 -0.412 -0.030 -0.40
H -3.99792 -4.98284 1.66055 -0.137 0.324 0.455 0.75
H -5.59589 -4.97664 -0.31793 -0.979 0.476 0.607 0.53
H -5.00839 -5.38252 -1.81498 -0.640 -0.490 -1.752 0.61
H -4.85675 -3.69986 -1.33858 0.125 0.775 -0.054 -0.06
H -4.77093 -6.83003 0.37605 -0.904 -0.234 1.495 0.52
H -3.08761 -7.40683 0.15914 0.643 -0.404 0.653 0.35
H -4.25229 -7.15593 -1.16735 0.772 0.020 0.770 0.37
H 0.28699 -7.15152 -1.59446 -1.676 0.470 1.249 0.38
H -1.41858 -7.35919 -1.96021 0.063 0.200 0.228 0.39
H -0.98075 -7.54056 -0.27908 0.258 -0.090 0.433 0.39
C -2.24570 -0.55329 1.04332 -0.100 -0.076 1.204 -0.19
F -2.21503 -1.41817 2.12485 -0.301 0.718 -1.473 -0.18
F -3.49233 -0.09482 0.85802 0.069 -0.153 0.681 -0.21
F -1.45679 0.47014 1.37399 -0.121 -0.093 -0.014 0.12
S -1.70644 -1.25059 -0.53449 3.100 1.500 -1.281 0.31
O -0.32368 -1.62103 -0.32940 0.192 0.210 0.616 -0.53
O -2.51448 -2.35305 -0.86200 -2.337 -2.504 -0.081 -0.60
O -1.88423 -0.14240 -1.45505 -0.218 0.515 0.357 0.53
Cl -5.91641 -1.41431 -2.91629 0.039 -0.366 -0.707 -0.19
C -5.32031 -0.76123 -1.38379 1.309 0.253 -1.282 2.12
C -6.39621 -0.70671 -0.42840 -1.840 0.785 1.436 -0.47
Cl -6.88378 -2.34219 0.19306 0.197 0.765 -0.076 -0.20
H -4.83765 0.19847 -1.63089 -0.516 -0.252 0.390 -1.00
H -4.55840 -1.40405 -1.01319 0.711 -0.541 -0.029 -1.05
H -7.28166 -0.25115 -0.84918 -0.349 -0.180 -0.204 0.46
H -6.14666 -0.04578 0.39629 0.248 -0.381 0.450 0.33
Cl 1.38754 -3.54581 2.90552 0.110 0.546 0.698 -0.17
C 1.07305 -2.05959 3.91967 -0.542 -0.350 -1.481 -0.33
C 1.53573 -0.81034 3.29991 2.000 -0.346 -1.117 1.54
Cl 3.36026 -0.84223 3.21354 -0.177 0.335 0.036 -0.23
H 1.39908 -2.12326 4.93145 0.255 -0.611 0.608 0.46
H 0.02806 -1.91200 3.81117 -1.337 -0.449 0.632 0.12
H 1.26572 -0.02410 3.96882 -0.110 0.811 0.256 -0.77
H 1.22204 -0.68485 2.25961 -0.238 0.079 0.347 -0.61
Cl 4.28904 -1.34926 -2.04375 -0.048 -0.262 0.098 -0.18
C 4.58096 -1.82524 -0.31865 1.770 0.166 -0.867 0.01
C 3.50981 -2.63174 0.27385 -1.364 -1.018 -0.431 -0.08
Cl 3.39136 -4.32320 -0.51275 -0.020 1.234 0.455 -0.24
H 4.76881 -0.85903 0.16231 -0.238 -0.424 0.324 -0.26
H 5.51316 -2.41864 -0.36784 -0.392 0.482 0.178 0.48
H 2.53777 -2.15892 0.23812 -0.390 -0.036 -0.613 -0.16
H 3.60792 -2.82602 1.31403 0.772 -0.226 0.782 0.51
C -4.12607 2.90023 -1.64101 0.235 -0.957 -2.026 -0.96
C -2.99453 3.94281 -1.90912 -0.848 -2.445 -1.073 -0.03
N -2.36294 4.36641 -0.74073 0.525 0.844 1.847 0.15
C -1.57750 5.57546 -0.81565 0.439 -0.099 -0.194 -1.12
C -0.14394 5.47488 -1.42188 -0.184 1.260 1.615 -0.29
C -1.81324 3.35709 0.14713 -0.265 1.451 0.282 1.18
C -1.55785 3.79072 1.59242 -0.749 -1.291 -0.070 -1.58
H -3.79918 1.92683 -1.21371 0.320 0.740 -0.364 -0.28
H -4.65095 2.61418 -2.62826 0.715 0.606 1.368 0.39
H -4.84450 3.26910 -0.96579 -1.043 0.692 0.767 0.48
H -2.37352 3.41829 -2.66340 0.622 0.121 0.193 -0.15
H -3.36636 4.77742 -2.46976 -0.534 0.656 -0.017 0.52
H -2.11231 6.28113 -1.40681 -0.632 0.446 -0.869 0.57
H -1.59551 6.08554 0.14291 0.477 -0.259 0.431 0.48
H -0.19363 4.95691 -2.36019 0.213 -0.416 -0.478 -0.03
H 0.15573 6.54489 -1.62019 0.081 -1.187 0.183 0.45
H 0.57212 5.00293 -0.69370 -0.577 0.426 -0.937 -0.12
H -0.86022 3.05468 -0.17388 1.777 -0.666 -0.940 -0.48
H -2.40323 2.49439 0.06356 -0.980 -1.071 0.271 -0.14
H -2.43233 4.21100 2.10123 0.308 0.303 -0.222 0.35
H -0.66766 4.38688 1.62151 0.199 0.782 0.298 0.45
H -1.30805 2.86459 2.13320 -0.027 0.244 -0.021 0.10
C 6.35544 2.17234 1.84984 1.367 1.421 0.337 -1.21
C 6.20424 2.98025 0.56965 0.220 0.358 0.702 -0.34
N 4.86303 2.92832 0.04795 -1.564 0.305 -1.754 0.78
C 4.83721 3.41574 -1.36037 0.360 0.170 0.443 -0.37
C 5.66763 2.53134 -2.27798 -0.575 0.260 -0.962 -1.48
C 3.77893 3.61261 0.78187 0.297 -0.284 -0.729 -1.00
C 2.36827 3.00427 0.47219 0.016 0.614 0.398 0.18
H 6.08996 1.14306 1.81987 -0.117 -0.862 -0.336 0.19
H 5.81925 2.63835 2.65566 -0.675 0.154 0.369 0.31
H 7.39966 2.32851 2.18314 -0.263 -0.591 -0.209 0.42
H 6.53224 4.02474 0.84522 -0.189 -0.506 -0.519 0.24
H 6.88696 2.59611 -0.20972 -0.313 0.240 0.560 0.23
H 3.83214 3.48705 -1.80252 -0.054 -0.362 0.703 0.09
H 5.18297 4.47961 -1.36837 0.130 -0.469 -0.158 0.35
H 6.72025 2.68840 -2.14131 0.544 0.117 -0.125 0.49
H 5.47911 1.46263 -2.09683 -0.195 0.336 -0.134 0.25
H 5.41684 2.80608 -3.33633 0.323 -0.439 0.772 0.39
H 3.79818 4.71479 0.53370 -0.203 -0.774 0.268 0.25
H 3.99465 3.51611 1.83594 -0.108 -0.025 0.357 0.20
H 1.70372 3.35772 1.28507 0.072 -0.046 -0.457 0.38
H 2.31294 1.89356 0.51854 0.431 0.706 -0.205 -0.15
H 1.94369 3.38672 -0.49013 0.410 -0.511 0.713 -0.16
C -0.92264 1.20884 5.01557 -0.635 2.419 0.506 -0.73
C -0.21424 1.13025 6.36941 1.191 0.928 -0.848 -0.81
N 1.28572 1.03453 6.20202 -0.589 0.734 0.752 0.37
C 1.83554 2.40771 5.83303 -0.852 -2.181 0.306 -1.27
C 2.91506 2.33407 4.82077 -0.448 0.765 -0.774 -0.69
C 1.94740 0.58830 7.48049 -0.362 -0.612 -1.196 -0.71
C 1.95173 -0.91720 7.69181 -1.558 -0.896 -0.033 -1.19
H -1.26830 0.36331 4.48641 -0.049 -1.448 -0.124 0.29
H -0.30025 1.77412 4.34588 0.619 0.092 -0.546 -0.01
H -1.79781 1.90206 5.06189 0.316 -0.668 0.315 0.39
H -0.53301 2.01671 6.96180 0.461 -0.300 -0.149 0.28
H -0.49228 0.28970 6.92202 -0.661 -1.439 0.852 0.52
H 1.00575 3.00668 5.54964 -0.578 0.774 -0.306 0.58
H 2.25119 2.75103 6.73247 0.434 1.172 1.315 0.50
H 3.59082 1.61581 5.14456 1.346 -1.658 0.424 0.32
H 2.55636 2.03673 3.83507 0.095 0.230 -0.092 -0.10
H 3.50551 3.24395 4.80799 -0.188 0.430 -0.392 0.55
H 1.60236 1.08003 8.38338 -0.555 0.436 0.101 0.41
H 2.98753 0.83615 7.39908 0.638 0.441 -0.165 0.44
H 2.59886 -1.40707 6.97378 0.181 -0.025 -0.251 0.23
H 0.92037 -1.42519 7.57139 1.458 0.913 0.430 0.25
H 2.36158 -1.13759 8.68887 -0.326 -0.049 -0.243 0.42
```
Forces are in eV/Å.

## Properties
DFT total energy in eV: -157897.281
Net charge: +1



Record 2
Density functional theory data (ωB97M-V/def2-TZVPD) for the molecule C9H16N4O5 at a distorted geometry.

```
34
Properties=species:S:1:pos:R:3:forces:R:3:nbo_charge:R:1
N -0.88036 3.00988 -0.11111 1.343 0.745 -0.649 -0.83
C -2.15872 2.63268 -0.06694 -2.121 -0.791 0.216 0.67
O -3.07568 3.40151 0.19190 0.532 -0.039 -0.047 -0.62
C -2.47726 1.15517 -0.30837 -1.058 -0.225 0.049 -0.51
C -2.30613 0.24180 0.94184 -0.663 0.618 -0.209 -0.39
C -1.66188 -1.09329 0.63742 -0.464 0.140 -0.694 -0.18
N -0.34741 -0.95607 0.05224 -1.328 0.076 0.628 -0.60
C 0.61788 -1.66343 0.63769 -0.039 0.403 0.205 0.67
O 0.42240 -2.44462 1.57584 0.450 0.671 -0.847 -0.64
C 1.99991 -1.50199 0.03372 1.253 -0.663 0.214 -0.15
N 2.19751 -1.45765 -1.42741 0.192 -0.365 1.055 -0.85
C 2.88686 -0.42276 0.73102 -2.743 1.007 0.445 -0.49
C 2.65564 0.91356 -0.01415 1.614 -0.773 1.267 0.71
N 3.74957 1.69908 -0.02099 -0.950 -1.088 0.043 -0.79
O 1.63807 1.25962 -0.55506 -1.623 0.180 -0.629 -0.69
C -2.59589 -1.91491 -0.24102 -0.316 -0.975 -0.937 0.79
O -3.79153 -1.97212 -0.12384 0.346 0.151 0.281 -0.58
O -1.94783 -2.64428 -1.20961 0.373 0.406 0.807 -0.70
H -0.18156 2.42891 -0.58040 -0.272 0.380 0.423 0.42
H -0.78277 4.02522 -0.18693 0.249 -0.611 0.178 0.40
H -3.59151 1.11483 -0.51417 1.541 0.152 -0.436 0.26
H -1.87548 0.77571 -1.15086 -0.416 0.132 0.038 0.19
H -3.32967 0.09188 1.32561 0.678 -0.139 0.170 0.25
H -1.72011 0.76236 1.68067 0.252 0.072 0.453 0.22
H -1.49823 -1.67836 1.54544 -0.287 0.033 0.007 0.29
H -0.15488 -0.16996 -0.54874 0.398 -0.192 0.011 0.42
H 2.26368 -2.47514 0.43411 1.398 -0.309 -0.543 0.24
H 1.92553 -2.30855 -1.89670 -0.147 0.084 0.074 0.38
H 1.84464 -0.64235 -1.89634 -0.291 0.112 0.081 0.38
H 2.54732 -0.28046 1.82206 0.525 -0.203 -1.549 0.25
H 3.94204 -0.56591 0.71042 0.676 -0.868 -0.032 0.22
H 4.57253 1.42017 0.42066 1.246 -0.258 0.640 0.39
H 3.64108 2.60275 -0.35014 0.013 1.875 -0.729 0.40
H -2.52773 -3.34330 -1.53785 -0.362 0.264 0.017 0.50
```
Forces are in eV/Å.

## Properties
DFT total energy in eV: -25792.238
SMILES: NC(=O)CC[C@H](NC(=O)[C@@H](N)CC(N)=O)C(=O)O
Net charge: 0



Record 3
Density functional theory data (ωB97M-V/def2-TZVPD) for a structure of composition C6H7O5P at a distorted geometry.

```
19
Properties=species:S:1:pos:R:3:forces:R:3:nbo_charge:R:1
C 2.27717 2.03275 -0.05341 0.032 -0.317 -1.292 0.69
C -1.70086 -0.35511 1.00758 -0.436 2.199 1.067 0.65
C 0.81225 -2.04195 0.07253 1.456 0.449 0.214 -0.62
C 0.84909 1.76551 0.24826 -1.949 0.510 -2.065 -0.39
C -0.35555 -1.65373 -0.77403 -1.506 -2.079 -1.666 -0.46
C -1.07274 -0.46635 -0.28947 -1.118 1.803 -0.789 -0.38
O 2.53676 3.02572 0.66213 1.162 0.500 0.247 -0.73
O -2.66535 0.66006 0.91425 1.055 -1.597 -1.475 -0.79
O 2.95331 1.43940 -0.93066 -0.257 0.381 0.898 -0.77
O -1.47834 -0.82001 2.09635 0.421 -1.417 0.972 -0.66
O -2.36972 2.05090 -1.28556 0.323 -0.198 -0.251 -1.16
P -2.57717 0.61338 -0.88250 -0.011 0.025 0.210 1.25
H 0.50672 -2.16775 1.08685 -0.206 -0.120 0.898 0.21
H 1.24078 -3.05967 -0.26225 0.006 1.827 0.259 0.17
H 1.46548 -1.04878 0.07307 -0.544 -2.498 -0.193 0.26
H 0.60257 1.75092 1.24589 -0.301 -0.707 2.412 0.16
H 0.06299 2.42871 -0.20899 0.984 -0.922 -0.274 0.21
H 0.09444 -1.64333 -1.78818 -0.691 0.938 0.127 0.20
H -1.18181 -2.51066 -0.93187 1.582 1.224 0.704 0.17
```
Forces are in eV/Å.

## Properties
DFT total energy in eV: -25859.195
Net charge: -2